# 1
This record from the Open Molecules 2025 dataset describes a 8-piece molecular cluster, C13H35IN16O10P overall at a distorted geometry. The level of theory is the ωB97M-V functional and the def2-TZVPD basis.

Geometry (Å):
N: 1.429 -3.360 0.683
N: 0.347 -2.509 0.641
C: -1.025 -2.989 0.466
I: -1.516 -5.113 0.182
C: -2.269 -2.039 0.456
C: -2.056 -0.500 0.602
C: -3.280 0.546 0.607
O: -4.141 0.456 -0.310
O: -3.326 1.473 1.672
C: -0.588 -0.015 0.767
C: 0.580 -1.065 0.770
P: 2.316 -0.285 0.938
O: 2.275 1.215 1.276
H: 2.109 -3.038 1.408
H: 1.183 -4.314 0.988
H: -3.337 -2.418 0.328
H: -3.044 0.990 2.490
H: -0.389 1.117 0.882
H: 3.062 -0.545 -0.282
H: 3.031 -1.027 1.963
C: -4.419 -6.765 -2.109
O: -4.222 -7.213 -0.987
N: -3.492 -6.823 -3.098
N: -5.582 -6.171 -2.467
H: -3.645 -6.459 -4.021
H: -2.610 -7.257 -2.879
H: -6.302 -6.105 -1.766
H: -5.754 -5.801 -3.385
C: -1.643 1.510 -3.613
O: -1.018 1.992 -4.544
N: -2.793 2.043 -3.137
N: -1.251 0.394 -2.961
H: -3.306 1.649 -2.367
H: -3.138 2.876 -3.586
H: -0.394 -0.048 -3.266
H: -1.767 -0.003 -2.197
C: 1.410 2.965 4.597
O: 1.179 1.777 4.784
N: 1.016 3.935 5.459
N: 2.080 3.422 3.513
H: 1.201 4.911 5.315
H: 0.515 3.645 6.283
H: 2.394 2.738 2.842
H: 2.273 4.394 3.351
C: 4.862 3.521 0.593
O: 5.003 3.326 1.793
N: 5.664 4.355 -0.114
N: 3.891 2.920 -0.137
H: 5.556 4.521 -1.098
H: 6.400 4.824 0.387
H: 3.268 2.287 0.352
H: 3.766 3.073 -1.122
C: -6.015 -1.421 -3.472
O: -6.493 -2.065 -4.391
N: -4.692 -1.131 -3.388
N: -6.761 -0.934 -2.449
H: -4.289 -0.602 -2.636
H: -4.097 -1.471 -4.125
H: -7.750 -1.123 -2.468
H: -6.376 -0.402 -1.689
C: 1.989 -1.202 -4.354
O: 1.466 -0.571 -3.443
N: 2.901 -2.182 -4.140
N: 1.703 -0.977 -5.656
H: 3.335 -2.704 -4.880
H: 3.146 -2.385 -3.185
H: 1.029 -0.256 -5.863
H: 2.125 -1.488 -6.410
C: 4.847 3.654 7.464
O: 4.995 3.461 8.661
N: 5.645 4.488 6.750
N: 3.872 3.055 6.738
H: 5.532 4.654 5.766
H: 6.385 4.957 7.247
H: 3.254 2.426 7.224
H: 3.742 3.208 5.754

Gap between HOMO and LUMO (eV): 5.14
Net charge: +1

=====

# 2
This record from the Open Molecules 2025 dataset describes C13H36BeBrClF3N2O5 as an isolated structure at a distorted geometry. The level of theory is the ωB97M-V functional and the def2-TZVPD basis.

Geometry (Å):
C: 5.315 -0.682 2.551
C: 3.877 -0.900 2.068
C: 3.331 0.360 1.379
C: 1.959 0.037 0.713
C: 0.826 1.079 0.861
C: -0.080 0.756 2.009
C: -0.622 -0.619 2.010
C: -1.002 -1.049 0.612
F: -1.796 -0.645 2.766
H: 5.762 -1.616 2.886
H: 5.896 -0.271 1.721
H: 5.343 0.078 3.333
H: 3.817 -1.716 1.356
H: 3.240 -1.127 2.927
H: 3.248 1.125 2.158
H: 4.034 0.715 0.625
H: 2.195 -0.035 -0.352
H: 1.643 -0.943 1.028
H: 1.298 2.050 1.048
H: 0.240 1.229 -0.058
H: 0.497 0.945 2.918
H: 0.109 -1.379 2.480
H: -1.408 -2.073 0.667
H: -0.106 -1.091 -0.014
H: -1.765 -0.395 0.185
Be: -1.995 1.997 1.837
C: 0.952 -4.723 -0.680
C: 1.675 -4.026 0.465
O: 2.008 -2.869 0.316
C: 1.838 -4.910 1.666
H: 0.837 -4.043 -1.526
H: 1.490 -5.610 -1.014
H: -0.038 -5.012 -0.305
H: 2.439 -5.793 1.438
H: 0.861 -5.194 2.024
H: 2.333 -4.371 2.462
Br: 0.009 -2.659 4.241
O: -0.082 -6.986 1.520
H: 0.775 -7.392 1.853
H: -0.725 -6.835 2.244
H: -0.478 -7.479 0.780
C: -1.206 5.211 -1.616
O: -0.089 5.694 -1.785
N: -1.469 4.411 -0.518
N: -2.249 5.401 -2.447
H: -2.364 3.996 -0.352
H: -0.716 4.237 0.119
H: -2.116 5.969 -3.262
H: -3.154 4.999 -2.303
F: -1.390 1.216 -0.824
O: -1.417 -2.090 -1.751
H: -1.860 -1.232 -1.937
H: -1.976 -2.659 -1.198
H: -0.540 -1.932 -1.312
Cl: -4.013 5.450 -4.613
C: -6.134 8.552 -5.573
O: -6.036 7.253 -6.111
H: -6.890 8.531 -4.790
H: -5.180 8.862 -5.134
H: -6.436 9.284 -6.336
H: -5.357 7.257 -6.789
F: 2.842 -6.338 3.332

Gap between HOMO and LUMO (eV): 3.00
Net charge: -1

=====

# 3
This record from the Open Molecules 2025 dataset describes a 8-piece molecular cluster, C13H36Cl6O5 overall at a distorted geometry. The level of theory is the ωB97M-V functional and the def2-TZVPD basis.

Geometry (Å):
C: 0.292 3.597 2.570
C: -0.061 2.393 3.459
O: -0.425 2.783 4.763
H: 0.478 3.295 1.539
H: 1.239 4.018 2.906
H: -0.501 4.344 2.528
H: 0.763 1.685 3.545
H: -0.879 1.847 2.988
H: -0.822 2.046 5.232
C: -1.395 -2.296 0.330
C: -1.926 -3.135 1.495
O: -2.540 -4.334 1.005
H: -0.440 -2.691 -0.018
H: -1.237 -1.265 0.647
H: -2.083 -2.342 -0.513
H: -2.654 -2.601 2.106
H: -1.210 -3.512 2.224
H: -2.794 -4.912 1.729
C: 0.970 -1.112 4.506
C: 0.331 -2.278 5.315
O: -0.322 -1.800 6.496
H: 1.542 -0.527 5.226
H: 0.186 -0.461 4.121
H: 1.598 -1.416 3.668
H: 1.018 -3.086 5.563
H: -0.388 -2.781 4.668
H: -0.800 -2.524 6.907
C: -2.911 -0.191 -1.903
C: -3.063 0.829 -0.785
O: -2.210 1.915 -1.045
H: -3.537 -1.073 -1.763
H: -1.893 -0.553 -2.041
H: -3.265 0.177 -2.866
H: -2.829 0.378 0.179
H: -4.086 1.203 -0.748
H: -2.475 2.593 -0.420
C: -0.281 2.291 -5.478
C: -0.838 1.833 -4.198
O: -1.843 2.681 -3.753
H: -0.109 3.366 -5.520
H: -1.081 2.120 -6.198
H: 0.605 1.720 -5.758
H: -0.024 1.839 -3.473
H: -1.112 0.779 -4.227
H: -2.091 2.303 -2.906
C: 5.266 0.253 -0.543
Cl: 5.103 -1.381 0.065
Cl: 6.219 0.331 -2.022
H: 4.278 0.649 -0.774
H: 5.761 0.876 0.203
C: 2.569 -2.154 -5.159
Cl: 1.871 -1.053 -6.355
Cl: 1.803 -3.696 -5.373
H: 3.648 -2.266 -5.264
H: 2.342 -1.728 -4.182
C: 1.233 0.752 -0.526
Cl: 1.534 -0.164 0.958
Cl: 1.155 -0.337 -1.952
H: 0.290 1.298 -0.482
H: 2.032 1.474 -0.694

Structure (SMILES): ClCCl.ClCCl.ClCCl.CCO.CCO.CCO.CCO.CCO
Energy relative to the best compared isomer or geometry (same formula, charge and spin) (kcal/mol): 0.00
Gap between HOMO and LUMO (eV): 9.85

=====

# 4
This record from the Open Molecules 2025 dataset describes C13H37AsF6KN3O4 as an isolated structure at a distorted geometry. The level of theory is the ωB97M-V functional and the def2-TZVPD basis.

Geometry (Å):
K: 14.205 -6.095 -19.583
As: 12.460 -8.752 -16.942
F: 13.549 -8.991 -15.557
F: 13.798 -8.236 -18.002
F: 11.324 -8.779 -18.356
F: 11.087 -9.119 -15.803
F: 12.130 -6.959 -16.615
F: 12.698 -10.492 -17.256
C: 15.961 -2.938 -17.793
O: 14.800 -3.748 -18.123
H: 16.482 -3.254 -16.890
H: 16.717 -2.951 -18.579
H: 15.614 -1.979 -17.408
H: 14.198 -3.838 -17.381
C: 13.138 -1.939 -21.240
C: 13.380 -3.401 -21.588
C: 13.139 -3.650 -23.132
O: 11.839 -3.233 -23.447
C: 11.578 -3.190 -24.844
N: 14.701 -3.587 -21.145
H: 12.135 -1.707 -21.598
H: 13.872 -1.198 -21.558
H: 13.081 -1.771 -20.165
H: 12.675 -3.888 -20.914
H: 13.243 -4.693 -23.432
H: 13.900 -3.027 -23.601
H: 10.491 -3.138 -24.907
H: 11.902 -4.122 -25.306
H: 12.127 -2.382 -25.328
H: 14.839 -3.183 -20.229
H: 15.440 -3.194 -21.711
C: 17.925 -5.777 -20.407
C: 17.592 -7.017 -21.276
C: 18.628 -8.142 -21.018
O: 19.936 -7.785 -21.527
C: 21.045 -8.450 -20.894
N: 16.280 -7.471 -20.886
H: 18.782 -5.160 -20.677
H: 17.954 -6.009 -19.343
H: 17.072 -5.099 -20.371
H: 17.726 -6.737 -22.321
H: 18.282 -9.084 -21.443
H: 18.750 -8.337 -19.953
H: 20.937 -9.526 -21.025
H: 21.127 -8.351 -19.811
H: 21.945 -8.059 -21.368
H: 16.225 -8.216 -21.565
H: 16.448 -8.053 -20.077
C: 12.918 -7.552 -22.817
C: 12.150 -8.268 -21.729
C: 12.708 -9.531 -21.166
O: 12.803 -10.509 -22.218
C: 12.895 -11.831 -21.707
N: 11.943 -7.292 -20.633
H: 13.088 -8.262 -23.626
H: 13.894 -7.166 -22.522
H: 12.414 -6.698 -23.269
H: 11.138 -8.491 -22.069
H: 12.081 -9.866 -20.340
H: 13.647 -9.377 -20.635
H: 12.842 -12.648 -22.427
H: 12.167 -11.946 -20.903
H: 13.888 -11.863 -21.259
H: 11.422 -7.726 -19.884
H: 11.268 -6.651 -21.025

⟨S²⟩: 0.75
Multiplicity: 2
Gap between HOMO and LUMO (alpha / beta) (eV): 8.18 / 2.76
Net charge: +1

=====

# 5
This record from the Open Molecules 2025 dataset describes a 3-piece molecular cluster, C13H37NO12P3 overall at a distorted geometry. The level of theory is the ωB97M-V functional and the def2-TZVPD basis.

Geometry (Å):
C: -6.093 3.108 3.702
C: -5.033 1.895 3.864
N: -5.297 0.934 2.766
P: -4.564 -0.681 3.018
O: -5.364 -1.069 4.512
C: -4.278 -1.680 5.261
C: -2.819 -1.262 4.686
O: -1.761 -1.079 5.674
C: -1.103 -2.328 5.873
C: 0.259 -2.499 5.070
C: 0.474 -1.473 3.880
O: 0.395 -3.839 4.516
O: -3.121 -0.121 3.861
H: -5.989 3.555 2.662
H: -7.114 2.600 3.711
H: -5.983 3.881 4.519
H: -4.010 2.377 3.836
H: -5.200 1.483 4.897
H: -4.897 1.357 1.915
H: -5.767 -1.170 2.336
H: -3.835 -0.625 1.750
H: -4.192 -2.086 2.996
H: -4.334 -1.361 6.360
H: -4.462 -2.795 5.301
H: -2.319 -1.993 3.966
H: -1.766 -3.229 5.649
H: -0.841 -2.436 6.978
H: 1.120 -2.350 5.804
H: 1.600 -1.335 3.731
H: 0.066 -0.438 4.068
H: 0.092 -1.915 2.911
H: 1.317 -4.132 4.576
C: 0.040 -2.338 -4.026
O: 0.910 -1.455 -3.335
P: 0.921 -1.528 -1.625
O: -0.592 -1.698 -1.522
O: 1.325 0.055 -1.543
C: 0.603 0.982 -2.342
O: 1.135 -1.667 0.072
C: 1.554 -2.962 0.504
H: 0.353 -2.375 -5.071
H: 0.085 -3.343 -3.604
H: -0.980 -1.957 -3.990
H: -0.406 0.635 -2.574
H: 1.155 1.149 -3.270
H: 0.526 1.930 -1.810
H: 2.504 -3.226 0.031
H: 0.794 -3.707 0.253
H: 1.689 -2.942 1.585
C: 7.236 2.063 -6.166
O: 6.198 2.554 -5.332
P: 4.589 2.451 -5.909
O: 4.970 2.852 -7.334
O: 4.183 3.775 -5.046
C: 5.011 4.926 -5.119
O: 2.940 2.283 -6.380
C: 2.548 0.938 -6.609
H: 8.130 1.934 -5.553
H: 6.964 1.102 -6.606
H: 7.459 2.788 -6.946
H: 5.552 4.985 -6.065
H: 5.721 4.913 -4.290
H: 4.381 5.811 -5.022
H: 2.690 0.353 -5.697
H: 3.138 0.510 -7.424
H: 1.493 0.917 -6.882

Gap between HOMO and LUMO (eV): 2.49
Net charge: -1

=====

# 6
This record from the Open Molecules 2025 dataset describes C13H39BNO3PSi2 as an isolated structure at a distorted geometry. The level of theory is the ωB97M-V functional and the def2-TZVPD basis.

Geometry (Å):
C: -2.681 -1.117 -3.075
P: -2.330 -0.480 -1.366
O: -2.969 -1.692 -0.351
Si: -0.139 -0.608 -1.015
O: 0.234 -0.423 0.645
Si: 1.948 -0.241 0.849
B: 2.387 0.784 2.469
N: 1.968 0.467 3.825
O: 3.214 1.928 2.296
H: -3.765 -1.128 -3.184
H: -2.342 -2.139 -3.251
H: -2.302 -0.468 -3.860
H: -2.381 -2.437 -0.342
H: 0.370 -1.921 -1.480
H: 0.464 0.468 -1.823
H: 2.578 -1.584 0.801
H: 2.408 0.520 -0.334
H: 1.471 1.202 4.298
H: 1.498 -0.418 3.907
H: 2.796 2.704 2.653
C: 5.645 0.054 0.224
C: 6.877 0.385 -0.610
C: 8.092 0.767 0.235
C: 7.909 2.020 1.093
C: 7.540 3.285 0.320
C: 8.606 3.715 -0.682
H: 5.311 0.911 0.812
H: 4.818 -0.244 -0.425
H: 5.850 -0.774 0.907
H: 6.638 1.185 -1.316
H: 7.138 -0.488 -1.215
H: 8.954 0.897 -0.425
H: 8.342 -0.070 0.894
H: 8.839 2.199 1.644
H: 7.143 1.835 1.852
H: 7.385 4.095 1.037
H: 6.586 3.149 -0.196
H: 9.560 3.898 -0.181
H: 8.310 4.639 -1.182
H: 8.765 2.961 -1.454
C: -6.344 0.572 0.682
C: -6.582 -0.894 1.026
C: -6.442 -1.826 -0.177
C: -7.443 -1.579 -1.308
C: -8.914 -1.669 -0.904
C: -9.318 -3.048 -0.394
H: -7.076 0.943 -0.037
H: -6.420 1.191 1.578
H: -5.346 0.714 0.260
H: -7.568 -1.010 1.485
H: -5.854 -1.199 1.782
H: -6.528 -2.861 0.167
H: -5.432 -1.727 -0.580
H: -7.249 -2.305 -2.105
H: -7.258 -0.595 -1.750
H: -9.528 -1.424 -1.775
H: -9.146 -0.916 -0.147
H: -9.134 -3.812 -1.152
H: -10.382 -3.069 -0.151
H: -8.770 -3.322 0.508

Gap between HOMO and LUMO (eV): 8.81

=====

# 7
This record from the Open Molecules 2025 dataset describes C13H39BeNO13S4 as an isolated structure at a distorted geometry. The level of theory is the ωB97M-V functional and the def2-TZVPD basis.

Geometry (Å):
Be: -3.362 24.536 -1.128
N: -6.966 23.741 -2.807
H: -7.510 24.562 -3.032
H: -6.768 23.714 -1.817
H: -5.980 23.796 -3.020
H: -7.375 22.859 -3.080
C: -6.096 25.422 0.612
O: -5.781 24.427 -0.258
H: -5.176 25.585 1.174
H: -6.308 26.371 0.120
H: -6.851 25.103 1.331
O: -2.813 26.216 0.618
S: -1.900 26.920 1.503
O: -2.397 27.835 2.580
O: -0.966 25.813 2.304
C: 0.148 26.153 3.207
C: 0.198 25.185 4.421
C: -0.518 27.811 0.493
H: 0.117 27.197 3.518
H: 1.067 25.985 2.646
H: -0.184 24.175 4.276
H: -0.474 25.579 5.184
H: 1.179 25.127 4.893
H: 0.391 27.232 0.657
H: -0.432 28.835 0.857
H: -0.760 27.745 -0.568
O: -4.111 25.937 6.911
S: -4.639 24.924 5.972
O: -4.700 23.518 6.454
O: -6.127 25.469 5.449
C: -6.949 24.480 4.742
C: -8.300 25.167 4.448
C: -3.767 25.029 4.393
H: -7.117 23.658 5.438
H: -6.515 24.077 3.827
H: -8.946 24.636 3.750
H: -7.983 26.075 3.934
H: -8.800 25.442 5.376
H: -4.021 24.134 3.824
H: -2.713 25.013 4.669
H: -4.069 25.993 3.984
O: -9.882 21.345 1.933
S: -8.904 21.380 0.855
O: -8.726 20.330 -0.174
O: -9.127 22.811 0.027
C: -9.577 23.948 0.737
C: -11.039 24.229 0.275
C: -7.180 21.765 1.599
H: -9.069 24.899 0.574
H: -9.525 23.759 1.809
H: -11.034 24.449 -0.793
H: -11.442 25.133 0.732
H: -11.651 23.357 0.503
H: -6.493 22.130 0.835
H: -6.957 20.740 1.893
H: -7.269 22.560 2.339
O: -2.812 29.591 -0.661
S: -3.954 30.312 -0.072
O: -3.755 31.258 1.050
O: -4.722 31.151 -1.332
C: -5.578 32.211 -0.911
C: -6.154 32.711 -2.207
C: -5.316 29.105 0.276
H: -4.895 32.906 -0.421
H: -6.359 31.840 -0.247
H: -5.713 33.625 -2.604
H: -7.053 33.179 -1.806
H: -6.376 31.993 -2.997
H: -4.875 28.113 0.174
H: -5.969 29.160 -0.595
H: -5.853 29.268 1.210

Energy relative to the best compared isomer or geometry (same formula, charge and spin) (kcal/mol): 69.94
⟨S²⟩: 1.60
Multiplicity: 2
Gap between HOMO and LUMO (alpha / beta) (eV): 3.86 / 1.85
Net charge: +3